(1)
Formula: C2H8P2S2
Source: the OMol25 dataset
Level of theory: ωB97M-V with the def2-TZVPD basis set

Atoms and positions in Å:
C  0.1155  -0.7083  -1.2967
C  0.2604  1.3813  0.5269
P  0.2162  -1.2604  1.9151
P  -0.9476  0.1962  -0.1382
S  -0.5455  -1.2641  -2.8841
S  0.9770  0.6847  2.1577
H  0.2906  -1.5964  -0.7433
H  0.9806  -0.0357  -1.5196
H  1.0439  1.6347  -0.1440
H  -0.4287  2.3258  0.8469
H  -1.0135  -0.9273  2.5223
H  0.7786  -1.7037  3.0998
H  -1.4467  1.2281  -0.9969
H  -0.2809  0.0451  -3.3459

The calculation puts the HOMO-LUMO gap at 0.3374 Eh. The LUMO energy is 0.45 eV. The value obtained for the energy above the lowest of the compared OMol25 structures with the same formula, charge and spin is 26.0 kcal per mole. The spin multiplicity is 1. For the total energy, the calculation gives -1560.00844 Eh. Its HOMO energy is -8.73 eV.

Löwdin atomic charge list, values in e, 2 entries:
1 C -0.914
2 C -0.784


(2)
Formula: C2H8S
Source: the OMol25 dataset
Level of theory: ωB97M-V with the def2-TZVPD basis set

Atoms and positions in Å:
C  -0.5929  0.5232  0.1344
C  -1.0583  1.9937  -0.0547
H  -0.7476  -0.2063  -0.6838
H  0.5640  0.4353  0.3289
H  -1.0737  0.2725  1.1504
H  -0.3938  2.4496  -0.7753
H  -1.2834  2.6157  0.7255
H  -1.9741  1.6870  -0.5912
S  2.5224  -2.7480  -0.1899
H  1.8370  -3.7389  -0.9426
H  2.2004  -3.2837  0.8983

The calculation puts the HOMO-LUMO gap at 0.3924 Eh. The LUMO energy is 0.87 eV. Its SMILES is CC.S. The value obtained for the energy above the lowest of the compared OMol25 structures with the same formula, charge and spin is 22.6 kcal per mole. The spin multiplicity is 1. For the total energy, the calculation gives -479.12966 Eh. Its HOMO energy is -9.81 eV.

Löwdin atomic charge list, values in e, 2 entries:
1 C -0.195
2 C -0.168


(3)
Formula: C2H8S2
Source: the OMol25 dataset
Level of theory: ωB97M-V with the def2-TZVPD basis set

Atoms and positions in Å:
C  -2.5032  0.9492  1.7648
S  -1.2794  -0.2765  1.1749
H  -3.3542  0.8538  1.0904
H  -2.1303  1.9609  1.5986
H  -2.7323  0.8242  2.8195
H  -2.0287  -0.6078  0.1261
C  1.6438  -0.3766  -0.2320
S  1.8686  0.0118  -1.9873
H  1.3748  0.5056  0.3254
H  2.6179  -0.7700  0.0782
H  0.9557  -1.2123  -0.1744
H  1.0021  -0.8571  -2.4677

The calculation puts the HOMO-LUMO gap at 0.3542 Eh. The LUMO energy is 0.80 eV. Its SMILES is CS.CS. The value obtained for the energy above the lowest of the compared OMol25 structures with the same formula, charge and spin is 14.4 kcal per mole. The spin multiplicity is 1. For the total energy, the calculation gives -877.33579 Eh. Its HOMO energy is -8.84 eV.

Löwdin atomic charge list, values in e, 2 entries:
1 C -0.467
2 S 0.660


(4)
Formula: C2H8S2
Source: the OMol25 dataset
Level of theory: ωB97M-V with the def2-TZVPD basis set

Atoms and positions in Å:
C  0.1446  -0.2774  -0.1974
S  0.8401  0.4104  1.3185
C  -0.3717  -0.2171  2.4990
H  0.1197  -1.3652  -0.1523
H  -0.8587  0.1106  -0.3770
H  0.7803  0.0158  -1.0048
H  -1.3734  0.1674  2.2799
H  -0.3957  -1.3047  2.4982
H  -0.0744  0.1280  3.4926
S  0.5620  0.7098  -2.8643
H  0.8845  1.5981  -3.8181
H  -0.2571  0.0242  -3.6743

The calculation puts the HOMO-LUMO gap at 0.3333 Eh. The LUMO energy is 0.69 eV. Its SMILES is CSC.S. The value obtained for the energy above the lowest of the compared OMol25 structures with the same formula, charge and spin is 17.4 kcal per mole. The spin multiplicity is 1. For the total energy, the calculation gives -877.33094 Eh. Its HOMO energy is -8.38 eV.

Löwdin atomic charge list, values in e, 2 entries:
1 C -0.529
2 S 0.726


(5)
Formula: C2H8S2
Source: the OMol25 dataset
Level of theory: ωB97M-V with the def2-TZVPD basis set

Atoms and positions in Å:
C  0.3007  2.1662  2.0255
S  1.3254  1.6714  3.4389
H  0.4381  1.3491  1.2973
H  0.6181  3.1126  1.5562
H  -0.7713  2.2390  2.2743
H  2.4792  1.9979  2.8186
C  -0.3315  -2.3880  -2.3301
S  -1.5626  -1.0374  -2.6891
H  0.5481  -2.1108  -2.9351
H  -0.5951  -3.4358  -2.5522
H  -0.0629  -2.3114  -1.2631
H  -2.3862  -1.2527  -1.6413

The calculation puts the HOMO-LUMO gap at 0.3578 Eh. The LUMO energy is 0.71 eV. Its SMILES is CS.CS. The value obtained for the energy above the lowest of the compared OMol25 structures with the same formula, charge and spin is 12.1 kcal per mole. The spin multiplicity is 1. For the total energy, the calculation gives -877.33942 Eh. Its HOMO energy is -9.02 eV.

Löwdin atomic charge list, values in e, 2 entries:
1 C -0.517
2 S 0.593


(6)
Formula: C2H8S2
Source: the OMol25 dataset
Level of theory: ωB97M-V with the def2-TZVPD basis set

Atoms and positions in Å:
C  -0.3777  1.9389  0.0033
S  -0.3665  0.9996  1.5350
C  0.3665  2.1956  2.6397
H  -0.6087  1.2491  -0.8007
H  -1.1393  2.7162  0.0307
H  0.5963  2.3809  -0.2282
H  -0.1108  3.1671  2.5932
H  1.4320  2.2748  2.4188
H  0.2598  1.7736  3.6360
S  0.3721  -2.8739  -2.7061
H  -0.1084  -2.5999  -1.5053
H  0.1850  -4.1946  -2.5886

The calculation puts the HOMO-LUMO gap at 0.3423 Eh. The LUMO energy is 0.79 eV. Its SMILES is CSC.S. The value obtained for the energy above the lowest of the compared OMol25 structures with the same formula, charge and spin is 6.0 kcal per mole. The spin multiplicity is 1. For the total energy, the calculation gives -877.34914 Eh. Its HOMO energy is -8.53 eV.

Löwdin atomic charge list, values in e, 2 entries:
1 C -0.446
2 S 0.718


(7)
Formula: C2H8S3
Source: the OMol25 dataset
Level of theory: ωB97M-V with the def2-TZVPD basis set

Atoms and positions in Å:
C  -1.5645  0.3290  0.3020
S  -1.5827  0.4601  -1.5196
C  -0.0511  -0.2283  -1.8816
H  -1.1068  -0.5525  0.6686
H  -1.0333  1.2068  0.7444
H  -2.6251  0.4236  0.6564
H  -0.2722  -1.2883  -1.5989
H  0.6702  0.2066  -1.1859
H  0.2596  -0.0085  -2.8506
S  2.7166  0.5661  1.7698
S  1.6593  -1.2162  1.4478
H  1.9907  1.1629  0.8666
H  0.9393  -1.0614  2.5809

The calculation puts the HOMO-LUMO gap at 0.3082 Eh. The LUMO energy is 0.09 eV. Its SMILES is CSC.SS. The value obtained for the energy above the lowest of the compared OMol25 structures with the same formula, charge and spin is 17.3 kcal per mole. The spin multiplicity is 1. For the total energy, the calculation gives -1275.51930 Eh. Its HOMO energy is -8.30 eV.

Löwdin atomic charge list, values in e, 2 entries:
1 C -0.421
2 S 0.722


(8)
Formula: C2H8S4
Source: the OMol25 dataset
Level of theory: ωB97M-V with the def2-TZVPD basis set

Atoms and positions in Å:
C  -0.2040  3.4180  -1.1090
S  1.3726  3.1253  -0.2757
S  2.2002  1.5267  -1.4205
H  -0.8596  3.9821  -0.4392
H  -0.7767  2.4880  -1.2796
H  -0.0427  3.9048  -2.0717
H  2.2120  0.6736  -0.3789
C  -0.2739  -2.8872  -0.5423
S  -0.9548  -3.2515  1.1662
S  -2.3131  -1.6824  1.3268
H  -1.0762  -3.1013  -1.2647
H  0.5546  -3.5543  -0.7680
H  -0.0899  -1.8139  -0.5165
H  -1.9963  -1.3497  2.5823

As for the total charge: -1. The calculation puts the HOMO-LUMO gap (spin up / spin down) at 0.0825 / 0.2412 Eh. The LUMO energy (spin up / spin down) is 2.58 / 2.54 eV. As for the expectation value of S²: 0.7529. The value obtained for the energy above the lowest of the compared OMol25 structures with the same formula, charge and spin is 22.3 kcal per mole. The spin multiplicity is 2. For the total energy, the calculation gives -1673.70480 Eh. Its HOMO energy (spin up / spin down) is 0.33 / -4.02 eV.

Löwdin atomic charge list, values in e, 2 entries:
1 C -0.587
2 S 0.076


(9)
Formula: C2H9BN
Source: the OMol25 dataset
Level of theory: ωB97M-V with the def2-TZVPD basis set

Atoms and positions in Å:
B  2.7899  0.0449  -0.0900
C  0.2592  -0.1820  0.6174
C  -0.5363  0.4005  -0.4055
N  -1.9016  -0.1531  -0.1696
H  3.1484  1.1249  -0.1347
H  3.4233  -0.8403  -0.4045
H  0.3003  -1.2321  0.4477
H  0.1319  0.0282  1.7190
H  -0.5633  1.5373  -0.2864
H  -0.1909  0.1217  -1.2974
H  -2.0977  -1.1074  -0.4698
H  -2.7856  0.4881  -0.4069
H  -1.9777  -0.2306  0.8808

As for the total charge: +1. The calculation puts the HOMO-LUMO gap at 0.3223 Eh. The LUMO energy is -4.13 eV. The value obtained for the energy above the lowest of the compared OMol25 structures with the same formula, charge and spin is 95.5 kcal per mole. The spin multiplicity is 1. For the total energy, the calculation gives -160.76183 Eh. Its HOMO energy is -12.90 eV.

Löwdin atomic charge list, values in e, 2 entries:
1 B 0.429
2 C -0.113


(10)
Formula: C2H9N2
Source: the OMol25 dataset
Level of theory: ωB97M-V with the def2-TZVPD basis set

Atoms and positions in Å:
N  -1.0177  -1.2913  1.7196
H  -0.6965  1.6240  0.0183
H  -1.5707  -0.8821  2.4641
H  -1.5010  -2.1151  1.3775
H  -0.2038  -1.6850  2.1864
C  0.6377  0.0778  -2.0851
C  0.9296  0.9134  -1.1123
N  0.0923  0.9824  0.0950
H  -0.1050  -0.6646  -1.8232
H  1.1933  0.0757  -3.0100
H  1.7541  1.6051  -1.0812
H  0.7320  1.3048  0.8230
H  -0.2444  0.0548  0.4279

As for the total charge: +1. The calculation puts the HOMO-LUMO gap at 0.4323 Eh. The LUMO energy is -3.45 eV. The value obtained for the energy above the lowest of the compared OMol25 structures with the same formula, charge and spin is 18.9 kcal per mole. The spin multiplicity is 1. For the total energy, the calculation gives -190.84419 Eh. Its HOMO energy is -15.21 eV.

Löwdin atomic charge list, values in e, 2 entries:
1 N 0.022
2 H 0.176